1.
10
Properties=species:S:1:pos:R:3:forces:R:3 method="wB97M-V/def2-TZVPD" total_energy_ev=-33213.7714 fmax_ev_per_a=1.80 orbital_gap_ev=10.421 smiles=ClCc1onnc1Cl lumo_energy_ev=0.1317 spin_multiplicity=1
Cl -2.229590 -0.778577 -0.852297 -0.2 -0.3 0.3
C -1.221794 -0.410521 0.597727 -0.8 0.4 -0.2
C 0.034008 0.119077 0.063943 -0.4 1.2 -0.1
O -0.039675 1.460923 -0.209311 0.9 -0.8 1.0
N 1.219712 1.861965 -0.594168 0.8 -1.1 -1.1
N 1.977526 0.845076 -0.727710 -1.5 -0.1 1.0
C 1.251627 -0.300652 -0.298463 1.1 0.3 -0.6
Cl 1.901540 -1.910985 -0.377083 -0.4 1.1 0.2
H -1.133115 -1.266055 1.249922 0.2 -0.4 -0.2
H -1.760242 0.379747 1.147444 0.4 -0.3 -0.3

***

2.
27
Properties=species:S:1:pos:R:3:forces:R:3 method="wB97M-V/def2-TZVPD" total_energy_ev=-15722.0778 fmax_ev_per_a=5.89 orbital_gap_ev=9.299 lumo_energy_ev=0.5674 spin_multiplicity=1
C -3.691751 -0.725655 0.398947 -1.5 0.8 -4.5
C -1.574336 0.025022 -0.268453 3.3 -4.6 1.0
C -1.949532 1.268607 0.126683 -2.7 2.2 -0.3
C -1.012758 2.341226 0.311481 -2.1 -3.3 -1.6
C 0.222386 1.871014 0.062690 3.3 3.4 2.0
C 0.696600 0.620219 -0.187235 -1.2 -2.7 0.4
C 2.100754 0.255874 -0.388758 2.4 0.5 2.1
C 2.571517 -0.806181 0.688296 0.7 -1.8 0.6
C 1.572234 -2.205690 0.527542 2.0 2.7 0.9
C 0.521754 -1.889450 -0.536444 -1.6 1.0 -0.1
C -0.180721 -0.464559 -0.209442 -0.4 1.2 -1.8
H -3.598468 -0.611982 1.549025 0.1 -0.8 -2.2
H -4.365060 -1.458719 -0.204966 0.7 0.9 2.4
H -4.160256 0.436964 -0.067105 1.1 -4.1 1.5
H -3.098764 1.351533 0.176721 2.7 1.0 0.1
H -1.218602 3.388057 0.370750 -0.3 0.2 0.7
H 0.963895 2.578695 0.504247 0.1 -0.2 -1.0
H 2.142673 -0.247776 -1.348738 0.6 0.3 -0.5
H 2.245688 2.422092 -0.590063 3.4 -4.6 1.5
H 3.617904 -1.232676 0.424044 -1.6 1.1 0.2
H 2.740126 -0.295020 1.744024 -1.0 -1.2 -2.1
H 2.219845 -3.019592 0.268732 0.6 -0.2 -1.0
H 1.197228 -2.687028 1.466446 -0.5 1.4 -0.5
H 0.838268 -1.806626 -1.659902 -0.1 -0.4 2.2
H -0.102031 -2.771168 -0.390447 -0.9 0.5 -0.8
O -2.396751 -1.097889 -0.443584 -3.1 3.4 3.0
O 3.011835 1.374225 -0.230742 -3.9 3.5 -2.2

***

3.
19
Properties=species:S:1:pos:R:3:forces:R:3 method="wB97M-V/def2-TZVPD" total_energy_ev=-15009.8698 fmax_ev_per_a=4.16 orbital_gap_ev=11.301 smiles="CCOC(=O)[C@@H](O)C#N.O" lumo_energy_ev=0.2939 spin_multiplicity=1
C -2.402280 -1.284492 0.334993 0.0 -0.3 0.2
C -1.327313 -0.352681 -0.162221 0.0 0.4 -0.5
O -0.170840 -0.466791 0.696201 -0.5 -0.5 0.7
C 0.829629 0.354613 0.505779 0.7 1.0 -0.8
O 0.964119 1.101412 -0.429518 -0.2 -0.1 0.0
C 1.927138 0.266801 1.578023 -0.2 -1.5 0.3
O 2.921624 1.209877 1.453133 0.2 0.9 0.7
C 1.320814 0.359356 2.938885 -0.4 1.5 2.2
N 0.933733 0.653046 4.005109 0.8 -1.1 -2.6
H -2.079914 -2.332236 0.276858 -0.1 0.3 0.0
H -2.665766 -1.067921 1.378664 0.1 0.0 -0.3
H -3.301333 -1.150502 -0.280477 0.2 -0.1 0.1
H -1.009191 -0.569085 -1.189180 -0.1 -0.1 0.2
H -1.672614 0.688838 -0.154623 0.2 -0.2 0.1
H 2.344998 -0.753513 1.509610 -0.2 0.1 -0.1
H 3.454057 1.173727 0.651814 -0.5 -0.4 -0.2
O 0.093914 0.654582 -4.742073 -2.5 -1.9 1.7
H 0.470235 1.378978 -4.222627 -0.4 -0.4 0.2
H -0.631001 0.135990 -4.148358 2.9 2.3 -2.0

***

4.
20
Properties=species:S:1:pos:R:3:forces:R:3 method="wB97M-V/def2-TZVPD" charge=+1 total_energy_ev=-50490.3702 fmax_ev_per_a=2.61 orbital_gap_ev=7.115 lumo_energy_ev=-4.0364 spin_multiplicity=1
O -1.230599 -2.247942 0.901060 -0.7 0.0 0.6
C -1.617518 -2.485419 -0.346643 0.9 -0.2 -0.7
C -1.339494 -1.596379 -1.310606 -0.6 -0.8 -0.3
O -0.828313 -0.369360 -0.896362 0.2 0.5 0.5
C 0.337165 0.102722 -1.579307 0.6 -0.5 -0.3
C 0.723695 1.390547 -0.896695 0.1 0.3 -0.3
O 0.815517 1.130792 0.503444 -0.2 -0.5 0.0
C 1.360791 2.203924 1.264739 0.2 0.5 0.4
Mg -0.471451 -0.306420 1.220335 0.4 -1.0 0.8
H -2.014006 -3.474928 -0.591645 -0.1 0.4 0.0
H -1.537093 -1.718026 -2.373660 0.0 0.1 0.3
H 0.111891 0.290224 -2.637967 0.0 -0.1 0.2
H -0.039452 2.168057 -1.054654 0.2 -0.1 -0.1
H 1.695166 1.738230 -1.275343 -0.2 0.0 0.1
H 1.412557 1.872626 2.307138 0.0 0.0 -0.3
H 2.369657 2.440546 0.901600 -0.3 0.0 0.1
H 0.707998 3.085178 1.186063 0.2 -0.2 0.0
Yb -1.363612 -2.704271 3.175344 1.4 2.1 -0.8
O -0.242352 -0.849441 3.017928 -1.3 -1.0 -0.3
H 1.149454 -0.670660 -1.514769 -0.6 0.6 0.0

***

5.
15
Properties=species:S:1:pos:R:3:forces:R:3 method="wB97M-V/def2-TZVPD" total_energy_ev=-8294.6573 fmax_ev_per_a=0.23 orbital_gap_ev=9.407 smiles=Cc1cn(C)cn1 lumo_energy_ev=0.9083 spin_multiplicity=1
C -0.666825 2.380293 -0.596630 0.0 0.1 0.0
C -0.112532 1.166371 0.079154 -0.1 -0.1 -0.1
C -0.737522 -0.034929 0.225891 0.0 0.0 -0.1
N 0.234887 -0.951282 0.571650 0.1 0.2 -0.1
C 0.140180 -2.326291 0.118127 0.0 -0.2 0.0
C 1.395908 -0.236996 0.650652 0.1 -0.1 0.0
N 1.227874 1.034406 0.391283 -0.1 -0.2 -0.1
H -0.019131 3.245207 -0.451496 -0.1 -0.1 0.1
H -0.706196 2.174075 -1.673987 0.0 0.2 0.2
H -1.683158 2.616894 -0.267700 0.2 0.0 0.0
H -1.766014 -0.334746 0.085531 0.1 0.0 -0.1
H 0.036884 -2.326051 -0.972843 0.0 -0.2 0.2
H 1.046280 -2.873959 0.378999 -0.1 0.1 0.1
H -0.728821 -2.821926 0.556779 0.1 0.1 0.0
H 2.338185 -0.711065 0.904588 -0.2 0.1 -0.1

***

6.
26
Properties=species:S:1:pos:R:3:forces:R:3 method="wB97M-V/def2-TZVPD" charge=+1 total_energy_ev=-86749.5421 fmax_ev_per_a=5.19 orbital_gap_ev=9.008 smiles="F[C@]1([NH+]=C2NCCN2)C=CC=C(Br)C1" lumo_energy_ev=-2.8657 spin_multiplicity=1
F -0.144530 1.231030 1.760700 -0.5 0.3 0.3
C 0.886931 0.520103 1.231893 2.3 1.6 -2.1
N 0.300691 -0.555296 0.439820 1.0 -3.5 -0.1
C -0.810397 -0.511219 -0.299318 0.5 0.4 1.0
N -1.024991 -1.334196 -1.352033 -1.8 0.7 0.6
C -2.530548 -1.284892 -1.676014 1.1 1.1 -1.3
C -2.730354 0.190388 -1.235350 4.3 0.1 -2.9
N -1.833662 0.306976 -0.079508 -2.5 1.5 0.1
C 1.794688 0.034920 2.317790 0.9 1.2 -2.2
C 3.094000 0.262926 2.324411 3.4 0.0 1.2
C 3.883135 0.931022 1.292897 -2.3 0.3 -1.3
C 3.250558 1.474452 0.232534 -1.2 0.3 0.7
Br 4.118886 2.393728 -1.138780 0.2 0.1 -0.1
C 1.695873 1.518961 0.086261 -1.2 -2.1 0.2
H 0.849224 -1.494481 0.355241 -1.1 2.7 0.4
H -0.378330 -2.070037 -1.557497 -0.1 -0.4 -0.1
H -3.111181 -1.906545 -1.000188 0.1 -0.5 -0.1
H -2.735500 -1.505344 -2.791739 0.4 0.4 2.0
H -2.264837 0.954430 -1.988304 -1.0 -1.6 0.6
H -3.668172 0.524281 -1.091125 -3.3 0.6 1.0
H -2.152465 1.136851 0.527713 2.2 -2.2 -0.6
H 1.407211 -0.454260 3.103960 -1.8 -1.6 2.6
H 3.903296 -0.010951 3.152804 -2.7 0.0 -1.2
H 4.923189 0.918151 1.460302 1.1 0.3 -0.3
H 1.195545 2.541967 0.092954 1.1 -1.1 0.2
H 1.372457 0.989478 -0.910588 0.9 1.3 1.6

***

7.
8
Properties=species:S:1:pos:R:3:forces:R:3 method="wB97M-V/def2-TZVPD" charge=+1 total_energy_ev=-8610.3592 fmax_ev_per_a=6.21 orbital_gap_ev="8.664 / 7.359" lumo_energy_ev="-9.0818 / -10.4406" spin_multiplicity=1
C 0.923359 -0.655903 0.016883 2.1 3.8 0.1
C -1.064396 0.474600 -0.005466 -0.2 1.7 -0.1
N -1.463761 -0.816675 -0.010238 2.8 -3.8 0.1
N 0.116411 -1.649085 0.003417 -6.2 -0.7 -0.1
N 0.378477 0.562287 -0.029011 1.2 -0.8 0.0
O -1.771053 1.439140 0.021111 0.3 -0.3 0.0
H 2.004249 -0.806941 0.076060 -0.1 0.1 -0.1
H 0.876714 1.452574 -0.072753 0.0 0.0 0.0

***

8.
13
Properties=species:S:1:pos:R:3:forces:R:3 method="wB97M-V/def2-TZVPD" total_energy_ev=-20080.2736 fmax_ev_per_a=3.35 orbital_gap_ev=11.261 lumo_energy_ev=0.6231 spin_multiplicity=1
C -1.931306 -1.047223 0.209098 -0.2 1.0 0.7
C -1.752798 0.367168 0.545827 1.7 -1.6 0.3
N -1.965453 -2.173135 0.031942 0.0 -1.1 -0.4
N 2.688854 0.414978 -1.142841 0.3 -0.7 3.3
O 1.642533 -1.685027 0.209249 -0.8 0.2 -0.8
O 1.339988 0.701444 1.070637 1.4 -0.7 -0.6
S 2.379901 -0.211324 0.540169 -2.4 0.2 -2.0
H -1.776087 0.499291 1.630006 -0.1 0.1 -0.2
H -2.427469 0.969358 0.033044 -1.3 1.1 -0.7
H -0.731846 0.548425 0.184552 -0.2 0.5 0.4
H 0.744500 -1.831640 -0.292450 2.1 1.1 1.3
H 2.671109 -0.352401 -1.780262 -0.3 -0.2 -0.7
H 2.071318 1.196524 -1.272208 -0.4 0.0 -0.4

***

The following energy relative to the best compared isomer or geometry (same formula, charge and spin) values (in eV) correspond, in order, to the records above: 1.712; 7.290; 2.374; 0.000; 0.339; 0.892; 4.495; 1.813.